144
Properties=species:S:1:pos:R:3:forces:R:3 method="wB97M-V/def2-TZVPD" homo_lumo_gap_ev=7.127 total_charge=+1 relative_energy_kj_mol=0.00 e_tot_ev=-97410.5736 mol_weight_da=976.9
C 2.934 -2.191 2.348 -0.420 -0.012 -0.473
C 1.960 -1.492 2.498 -0.476 -0.050 -0.285
C 0.725 -0.630 2.406 1.342 -0.518 0.670
C 1.120 0.652 1.612 0.054 0.281 0.148
C 0.279 1.025 0.346 0.806 0.091 -0.507
C -0.635 -0.059 -0.190 -0.842 0.922 0.518
C -2.034 0.066 -0.038 -0.577 -0.288 -0.900
P -2.818 1.564 0.762 -1.020 -0.763 1.615
O -3.139 1.290 2.191 0.673 0.342 -0.171
C -2.918 -0.981 -0.502 1.811 0.055 0.283
C -4.432 -0.893 -0.382 -1.207 0.089 -0.854
F -4.830 -0.551 0.898 0.480 0.298 -0.238
C -5.004 0.101 -1.466 0.406 -0.692 -0.595
C -5.463 -0.688 -2.749 0.241 -0.026 0.183
C -2.297 -2.100 -1.118 -0.255 0.498 0.233
B -3.145 -3.339 -1.718 0.111 0.115 -0.426
O -3.010 -3.528 -3.075 -0.166 -0.258 0.853
O -3.967 -4.108 -0.925 1.513 0.157 -0.362
C -3.382 -4.475 0.346 -1.297 -0.829 1.647
C -4.497 -5.172 1.198 0.290 0.254 0.240
C -0.897 -2.158 -1.248 -0.892 -0.084 -0.286
N -0.361 -3.329 -1.878 0.369 0.818 0.831
N -0.088 -1.148 -0.800 -0.479 -0.718 0.565
C 1.385 -1.246 -0.996 0.661 0.733 -1.499
C 1.744 -0.393 -2.250 0.446 0.612 -0.219
C 0.948 -0.441 -3.426 0.458 0.147 0.581
C 1.259 0.350 -4.536 0.276 0.253 0.034
C 2.377 1.212 -4.499 0.321 -0.254 0.865
C 3.197 1.259 -3.351 -0.874 -0.559 -0.120
C 2.882 0.451 -2.217 0.402 0.449 -0.221
C 3.810 0.556 -0.983 -0.646 -0.488 -0.794
H 3.717 -2.860 2.000 -0.260 0.480 0.520
H 0.391 -0.352 3.420 0.001 -0.216 -0.457
H -0.057 -1.274 1.971 0.099 0.509 0.021
H 1.094 1.514 2.306 -0.102 -0.416 -0.403
H 2.177 0.569 1.310 -0.561 -0.056 0.208
H -0.245 1.973 0.539 -0.055 -0.738 -0.157
H 0.994 1.277 -0.469 -0.383 -0.127 0.401
H -2.025 2.718 0.571 -0.075 -0.339 -0.429
H -4.051 1.834 0.112 0.784 -0.054 -0.466
H -4.943 -1.850 -0.595 0.743 0.171 0.305
H -5.849 0.690 -1.076 0.452 -0.299 0.192
H -4.180 0.775 -1.760 -0.623 -0.025 0.087
H -4.784 -0.473 -3.595 -0.554 -0.038 0.299
H -6.511 -0.458 -3.012 0.618 0.054 -0.013
H -5.421 -1.785 -2.605 0.003 0.480 0.026
H -3.162 -4.459 -3.295 -0.319 0.273 -0.179
H -3.039 -3.609 0.942 0.001 -0.081 -0.689
H -2.550 -5.197 0.228 -0.281 0.580 -0.304
H -4.536 -4.765 2.228 0.151 -0.164 -0.507
H -5.493 -4.975 0.769 0.563 -0.237 0.073
H -4.312 -6.255 1.285 -0.269 0.411 -0.197
H 0.329 -3.733 -1.240 -0.103 -0.141 -0.361
H 0.116 -3.067 -2.743 -0.105 -0.279 0.145
H 1.696 -2.272 -1.233 -0.444 0.267 0.489
H 1.948 -0.927 -0.110 -0.550 -0.133 -0.239
H 0.064 -1.092 -3.441 0.276 0.363 -0.194
H 0.635 0.337 -5.438 0.273 -0.055 0.466
H 2.628 1.865 -5.340 -0.358 -0.381 0.210
H 4.070 1.937 -3.312 -0.614 -0.560 0.113
H 3.344 1.230 -0.240 0.385 -0.366 -0.169
H 4.779 0.985 -1.280 -0.514 -0.201 0.218
H 3.943 -0.468 -0.584 0.141 0.620 0.205
O 5.573 2.843 -2.000 0.018 0.194 -0.186
C 6.396 3.755 -2.091 0.282 0.084 0.132
N 7.674 3.505 -2.433 -0.265 -0.198 0.507
C 6.045 5.194 -1.835 0.002 -0.043 -0.011
H 8.374 4.218 -2.525 -0.086 0.014 -0.197
H 7.933 2.549 -2.611 0.087 0.080 -0.121
H 5.681 5.295 -0.808 0.022 -0.042 -0.403
H 5.262 5.498 -2.531 -0.038 -0.032 0.062
H 6.904 5.852 -1.966 -0.036 0.008 0.002
O -6.538 3.512 5.373 0.073 0.104 0.020
C -5.593 3.169 4.691 -0.195 -0.135 0.040
N -5.625 2.019 3.961 0.071 -0.266 -0.142
C -4.319 3.971 4.593 0.194 -0.123 -0.202
H -4.861 1.701 3.382 0.119 0.113 0.003
H -6.465 1.466 4.008 -0.098 0.193 -0.004
H -3.883 4.066 5.586 -0.075 0.099 -0.005
H -4.554 4.962 4.205 -0.026 0.025 0.138
H -3.590 3.500 3.933 -0.009 -0.009 0.034
O 8.685 3.482 -5.023 0.199 -0.052 -0.301
C 7.912 3.073 -5.870 -0.067 0.051 0.087
N 6.572 3.024 -5.638 -0.054 0.043 0.119
C 8.365 2.594 -7.226 -0.215 -0.065 -0.088
H 5.906 2.694 -6.312 0.095 0.001 -0.043
H 6.241 3.336 -4.740 -0.019 -0.050 -0.015
H 9.051 1.758 -7.095 0.074 0.095 -0.006
H 8.880 3.408 -7.735 0.085 -0.057 0.057
H 7.530 2.267 -7.845 0.046 -0.001 -0.019
O -5.264 -3.439 5.030 0.253 -0.041 0.082
C -5.209 -2.216 5.064 -0.104 0.130 -0.143
N -5.788 -1.457 4.108 -0.086 -0.267 -0.080
C -4.491 -1.471 6.159 0.027 0.186 -0.010
H -5.758 -0.456 4.106 0.203 -0.069 0.182
H -6.271 -1.929 3.355 -0.041 0.097 -0.047
H -3.444 -1.776 6.154 -0.017 -0.006 0.121
H -4.941 -1.726 7.118 0.098 -0.082 -0.007
H -4.541 -0.391 6.025 0.012 -0.021 0.008
O 0.391 2.584 -6.566 -0.074 0.032 -0.124
C -0.653 3.044 -6.144 0.074 0.013 0.023
N -0.903 3.107 -4.807 0.049 -0.101 0.195
C -1.738 3.572 -7.047 -0.158 0.050 0.181
H -1.749 3.480 -4.419 0.007 0.052 -0.128
H -0.191 2.760 -4.183 0.000 0.022 -0.037
H -2.072 2.772 -7.706 0.087 0.056 -0.067
H -1.335 4.388 -7.644 0.017 -0.095 -0.065
H -2.596 3.942 -6.484 0.000 0.009 -0.052
O -7.238 -2.338 1.762 -0.010 -0.031 -0.234
C -8.049 -2.742 0.945 -0.118 -0.016 0.154
N -9.372 -2.802 1.224 0.044 0.083 0.105
C -7.624 -3.200 -0.425 -0.293 -0.064 -0.125
H -10.061 -3.130 0.572 0.086 -0.014 -0.032
H -9.671 -2.500 2.137 -0.018 -0.037 -0.020
H -6.925 -4.027 -0.316 0.077 0.100 -0.068
H -7.131 -2.369 -0.928 0.052 -0.063 0.003
H -8.462 -3.532 -1.037 0.030 0.022 -0.012
O -0.577 -3.114 6.041 0.082 0.023 0.055
C -0.987 -3.915 6.864 -0.170 -0.004 -0.110
N -2.241 -4.426 6.781 -0.030 0.082 -0.198
C -0.150 -4.395 8.023 -0.134 -0.127 0.094
H -2.619 -5.085 7.436 0.065 0.038 0.021
H -2.820 -4.118 6.014 -0.156 -0.092 0.088
H 0.134 -3.539 8.634 0.088 -0.013 -0.072
H 0.747 -4.877 7.637 0.033 0.111 0.017
H -0.688 -5.107 8.649 0.044 0.014 0.010
O 4.991 -3.449 0.474 -0.028 0.072 -0.186
C 6.076 -3.744 -0.006 0.089 -0.130 0.115
N 6.850 -4.706 0.548 -0.085 -0.040 0.097
C 6.630 -3.070 -1.234 0.161 -0.093 -0.008
H 7.746 -4.974 0.183 -0.035 0.072 -0.046
H 6.502 -5.170 1.371 0.042 -0.002 -0.018
H 6.728 -2.003 -1.040 -0.103 -0.008 -0.042
H 5.943 -3.225 -2.065 -0.027 0.097 0.040
H 7.607 -3.465 -1.512 -0.023 0.035 -0.029
O 5.699 5.927 1.039 -0.069 0.043 0.438
C 6.077 6.067 2.190 0.083 0.092 -0.053
N 7.076 6.929 2.502 0.053 0.052 -0.094
C 5.475 5.305 3.343 0.118 0.071 0.164
H 7.413 7.071 3.436 -0.070 -0.060 -0.004
H 7.494 7.450 1.750 -0.005 0.004 0.041
H 5.605 4.238 3.169 -0.094 0.024 -0.047
H 4.412 5.536 3.403 0.008 -0.083 -0.065
H 5.942 5.564 4.293 -0.039 -0.035 -0.001